# 1
Density functional theory data (ωB97M-V with the def2-TZVPD basis set) for C15H48BBrFNbO10PS as an isolated structure at a distorted geometry.

Cartesian coordinates (Å):
H: 3.8483 3.0620 7.9892
C: -1.2096 -11.6352 -3.7901
H: -6.5374 8.0431 -1.0691
H: -3.4004 0.6302 1.6275
H: -5.7152 8.7351 0.3342
H: 4.2387 -7.6196 -3.4967
H: 3.0080 5.1153 1.0030
H: -1.7765 4.4184 1.8875
C: 2.7905 5.3329 2.0450
H: -6.6936 5.5455 -1.0425
H: 3.5441 4.8498 2.6705
H: -0.6757 -12.4955 -3.3791
H: 1.9522 4.6619 7.7040
C: 2.4622 -7.5799 -4.7164
H: 2.6692 -1.3186 -4.1047
H: 1.7481 -6.8464 -5.0943
O: -0.6206 7.6768 1.9236
H: 2.1050 -1.8076 -5.7068
O: 1.8911 3.3894 6.1567
H: 2.7748 3.0008 9.3995
Nb: -0.4620 4.4363 0.5819
H: 1.1108 4.4968 -0.4286
C: -6.3636 7.9226 0.0037
H: 0.4104 -1.0765 -3.5835
H: 0.8003 3.3420 7.9175
C: -0.2460 -10.6701 -4.4522
H: 0.9322 -3.7687 -4.6835
C: 2.8458 2.8001 8.3292
H: -7.3259 8.0071 0.5121
H: 0.2686 -11.1616 -5.2851
H: -0.4872 5.4750 3.9472
S: -1.0469 7.0184 0.7042
H: 2.4409 -6.8160 -2.2300
H: 0.8953 2.0087 -0.5449
O: 0.6538 -1.0894 -4.5200
H: 1.9470 -1.5726 0.0373
H: -0.7216 -2.2132 1.3966
H: 2.8191 6.4111 2.2123
O: -6.5624 5.4875 -0.0907
C: -5.7227 6.5797 0.2949
H: 1.4705 -3.2630 -3.0813
C: 1.8053 3.5914 7.5589
C: 1.7263 -3.2512 -4.1421
F: -2.6646 7.2921 0.7168
H: -1.7376 -11.1430 -2.9732
H: 2.9232 -8.0879 -5.5662
C: -2.8881 1.5477 1.3413
H: -1.9429 -12.0051 -4.5080
O: -1.4963 1.2711 1.3454
C: 0.5962 5.5643 3.8978
B: -0.6244 2.1076 0.7077
H: -4.7520 6.5077 -0.1979
O: -0.6183 7.6162 -0.5438
H: 1.7411 2.4573 5.9661
C: 0.9331 -1.9911 0.0273
C: 3.5070 -6.8886 -3.8625
C: 1.8593 -1.8257 -4.6435
H: 2.6556 -3.8088 -4.2675
H: 0.8613 6.6188 3.8253
H: -0.7782 -9.8071 -4.8513
O: 0.7042 -10.1329 -3.5382
H: -3.2285 1.8594 0.3530
C: 0.2883 -1.8013 1.3841
H: -3.1281 2.3358 2.0592
H: 1.9120 -8.3202 -4.1341
O: 2.9284 -6.1856 -2.7705
Br: -1.9813 4.4094 -1.4869
O: 0.1657 -1.3759 -0.9965
H: 0.8713 -2.2673 2.1813
H: 0.2158 -0.7299 1.5687
H: 2.7066 1.7273 8.1765
O: 0.4288 1.4308 0.0839
P: 1.1130 4.7016 2.3844
H: 1.0348 5.0917 4.7779
H: 4.0499 -6.1352 -4.4340
H: 1.0110 -3.0458 -0.2440
H: 1.2119 -10.8624 -3.1673
H: 0.0868 -0.4342 -0.7700
H: -5.5560 6.4564 1.3641

The largest force on an atom is 2.4 eV Å⁻¹. The HOMO-LUMO gap comes out at 6.858 eV. As for the total charge: -1. The multiplicity is 1.

# 2
Density functional theory data (ωB97M-V with the def2-TZVPD basis set) for C15H48BNO20 as an isolated structure at a distorted geometry.

Cartesian coordinates (Å):
H: -1.3498 -0.9783 0.6610
O: 1.7881 1.4880 5.5720
H: -0.0922 4.0942 4.7286
H: 1.3094 0.6772 5.4021
H: -2.5575 3.1030 3.6906
H: -0.6654 -1.4520 -1.1230
H: -2.1903 2.7713 0.8056
B: 1.5128 1.2760 -0.4036
H: 2.4791 3.8108 -2.2165
O: 1.9199 1.9027 -1.5923
H: -1.7396 -4.0306 -1.7379
H: -5.9269 -0.9747 -0.8418
C: -1.0636 -3.3379 -1.2970
H: 5.0625 0.0277 0.5313
O: 3.2372 1.4227 -3.1432
C: 0.1335 1.7587 1.1387
H: -3.3739 3.8984 1.2256
H: -4.0532 0.1709 4.2711
O: 2.2447 1.5055 0.8185
H: 2.5075 -1.7218 0.4810
C: -3.6190 -0.7825 4.4872
C: -4.0504 -2.3497 -0.9385
H: -4.1226 -0.3668 1.7981
O: -0.7055 4.3449 3.9359
H: 0.6040 -3.1667 -2.7214
O: 2.7979 -2.2044 1.1528
C: 0.3898 -3.5931 -1.9118
H: -2.1185 0.5797 -1.5653
H: -4.1770 -2.8203 0.0199
O: 2.9643 -1.1682 -2.0475
H: 4.2270 -0.8259 -5.0139
O: 4.9349 0.9679 0.3074
H: -2.2413 -2.0349 3.5557
C: -2.3569 -1.4925 0.7000
C: -3.0525 -0.0932 -1.2597
H: -4.2625 -1.5472 4.5375
C: -4.2964 -0.2723 -2.1558
H: 4.2301 0.4178 -4.5184
C: 2.3482 -0.2296 -1.8004
N: -2.7999 -1.4649 -0.7244
H: -3.4369 2.0665 2.9733
O: 5.4220 -2.5470 -2.3758
C: 1.4651 1.9226 1.7073
H: -0.8667 -3.6221 -0.1919
C: -3.4380 -1.1986 1.9863
H: -1.7754 -1.7021 -2.4966
H: -4.7349 0.7148 -2.1691
C: -2.7255 -1.0510 3.3349
H: -4.0371 -0.4217 -3.0612
H: -2.9573 -0.7091 5.5068
C: -1.5923 -1.9134 -1.4790
O: -3.1191 2.5451 3.8058
H: 2.7948 2.1647 -4.9406
H: 3.5697 3.8480 3.8109
H: -1.8887 -0.2550 3.3040
O: -3.2958 2.9745 0.9520
O: 4.4637 3.8180 4.2707
O: 4.4999 -0.0656 -5.3236
H: 1.0888 -3.0686 -1.2890
O: 2.6792 4.6454 -1.9480
H: -5.7882 -1.9335 -1.9804
C: 2.5053 1.1162 -2.3384
O: -0.8572 2.2537 1.6878
H: 1.9321 1.7781 4.7439
O: 2.4612 2.3386 -5.8354
H: 6.0677 -2.1098 -2.7645
H: -0.2942 3.6381 3.3214
H: -3.5969 -3.1259 -1.5317
H: -2.2473 -2.5485 0.9572
H: 2.7881 1.6013 -6.2832
O: 3.0400 -3.6069 -4.1473
C: -5.1623 -1.3797 -1.4467
H: 3.4249 -2.8141 0.7932
H: 4.1266 1.3290 0.6097
H: -4.1139 -2.0330 1.9709
H: -3.5642 0.3860 -0.2961
H: 3.1246 4.3252 -1.1724
H: 4.8730 -1.9497 -2.0303
H: 3.8507 -3.2901 -3.5930
O: 1.8069 2.2466 2.8329
O: 1.7071 -0.2446 -0.7317
H: 0.7359 -4.6892 -2.2539
H: 2.6401 -2.7899 -4.5065
O: 0.0991 1.4579 -0.0851
H: 4.4498 4.5892 4.8940

The largest force on an atom is 17.1 eV Å⁻¹. The HOMO-LUMO gap comes out at 9.481 eV. As for the total charge: 0. For the energy above the lowest of the compared OMol25 structures with the same formula, charge and spin, the calculation gives 155.9 kJ/mol. The multiplicity is 1.